# 1
C34H43GeN3SV | wB97M-V/def2-TZVPD

- total charge = -1
- ΔE to the lowest compared entry with this formula, charge and spin (kJ/mol) = 161.3
- gap between HOMO and LUMO (spin up / spin down) (eV) = 4.92 / 4.99
- total energy (eV) = -133461.088
- multiplicity = 3

Geometry (Å):
V  0.302  0.735  1.461
C  -2.531  1.035  2.895
C  -1.126  1.381  3.296
C  -0.458  0.612  4.250
C  0.715  1.051  4.855
C  1.449  0.169  5.817
C  1.252  2.269  4.449
C  0.671  3.022  3.438
C  1.306  4.292  2.946
C  -0.519  2.566  2.856
H  -3.223  1.380  3.667
H  -2.653  -0.044  2.784
H  -2.794  1.506  1.945
H  -0.872  -0.352  4.530
H  1.919  0.749  6.612
H  2.222  -0.377  5.272
H  0.783  -0.567  6.264
H  2.187  2.603  4.882
H  0.813  5.172  3.368
H  1.235  4.357  1.859
H  2.360  4.333  3.218
H  -1.032  3.186  2.124
N  0.203  -2.460  1.956
N  1.553  -2.766  1.638
C  2.498  -2.015  2.372
N  3.807  -2.398  1.801
S  2.358  -0.131  2.343
H  -0.360  -3.191  1.532
H  -0.062  -1.575  1.464
H  1.726  -2.720  0.626
H  3.955  -3.366  2.073
H  4.521  -1.854  2.276
C  -0.720  0.437  -0.055
Ge  -1.418  -0.348  -1.648
C  -0.797  0.541  -3.313
C  -1.601  1.435  -4.010
C  -1.133  2.122  -5.118
C  0.163  1.922  -5.560
C  0.983  1.037  -4.878
C  0.506  0.363  -3.767
C  -3.398  -0.313  -1.754
C  -4.158  -0.014  -0.633
C  -5.543  -0.064  -0.665
C  -6.194  -0.415  -1.834
C  -5.452  -0.716  -2.967
C  -4.069  -0.667  -2.921
C  -1.057  -2.287  -1.788
C  -1.484  -3.106  -0.749
C  -1.298  -4.476  -0.779
C  -0.683  -5.065  -1.872
C  -0.272  -4.271  -2.927
C  -0.462  -2.899  -2.883
H  -0.782  1.562  -0.156
H  -2.621  1.600  -3.684
H  -1.782  2.817  -5.637
H  0.535  2.457  -6.426
H  2.005  0.884  -5.202
H  1.175  -0.292  -3.229
H  -3.648  0.266  0.283
H  -6.114  0.171  0.224
H  -7.275  -0.457  -1.865
H  -5.955  -0.994  -3.886
H  -3.502  -0.912  -3.811
H  -1.978  -2.659  0.107
H  -1.630  -5.086  0.052
H  -0.528  -6.135  -1.900
H  0.202  -4.721  -3.791
H  -0.140  -2.301  -3.725
C  2.610  1.987  -1.322
C  3.008  0.894  -0.328
C  4.518  1.003  -0.051
C  2.735  -0.491  -0.916
C  2.231  1.136  0.948
H  3.165  1.889  -2.257
H  2.821  2.974  -0.908
H  1.546  1.933  -1.540
H  5.097  0.836  -0.961
H  4.818  0.262  0.687
H  4.771  1.992  0.334
H  3.214  -0.594  -1.892
H  1.659  -0.649  -1.028
H  3.141  -1.260  -0.261
H  2.589  2.074  1.390

# 2
C31H36BaN8OPS7 | wB97M-V/def2-TZVPD

- total charge = -2
- ΔE to the lowest compared entry with this formula, charge and spin (kJ/mol) = 8.5
- gap between HOMO and LUMO (spin up / spin down) (eV) = 3.43 / 6.18
- total energy (eV) = -132531.772
- multiplicity = 2

Geometry (Å):
Ba  0.586  0.594  1.507
C  1.334  0.846  -3.311
C  0.707  2.003  -4.090
S  0.177  3.366  -3.013
C  -1.537  3.572  -3.541
C  -2.473  2.430  -3.173
S  -2.583  2.213  -1.385
C  -3.967  1.054  -1.376
C  -3.721  -0.299  -2.046
S  -2.489  -1.297  -1.172
C  -1.599  -2.016  -2.578
C  -0.717  -1.039  -3.358
S  0.201  -0.019  -2.202
H  2.130  1.215  -2.663
H  1.782  0.130  -4.007
H  -0.165  1.656  -4.649
H  1.432  2.400  -4.804
H  -1.554  3.732  -4.622
H  -1.860  4.496  -3.058
H  -2.117  1.501  -3.626
H  -3.475  2.645  -3.564
H  -4.833  1.534  -1.844
H  -4.203  0.912  -0.318
H  -3.392  -0.160  -3.077
H  -4.660  -0.857  -2.072
H  -2.320  -2.488  -3.247
H  -0.984  -2.795  -2.126
H  -1.328  -0.412  -4.015
H  -0.014  -1.598  -3.981
N  -1.005  -4.108  1.630
C  -0.296  -4.499  0.510
C  -0.145  -5.719  -0.117
C  0.662  -5.768  -1.266
C  1.283  -4.615  -1.738
C  1.135  -3.383  -1.092
C  0.340  -3.313  0.054
N  0.041  -2.247  0.863
C  -0.773  -2.748  1.836
C  -1.313  -2.075  2.940
C  -2.316  -2.534  3.829
S  -2.517  -1.377  5.109
C  -1.308  -0.365  4.375
N  -0.796  -0.823  3.291
H  -1.472  -4.709  2.282
H  -0.624  -6.614  0.267
H  0.802  -6.709  -1.784
H  1.899  -4.674  -2.629
H  1.603  -2.484  -1.471
H  -2.922  -3.426  3.778
H  -1.012  0.578  4.830
O  -1.457  1.450  1.583
N  -2.205  2.091  2.475
C  -3.484  1.685  2.655
C  -4.320  2.294  3.544
C  -3.812  3.369  4.290
C  -2.511  3.757  4.121
C  -1.626  3.113  3.211
S  0.010  3.495  3.009
H  -3.762  0.836  2.047
H  -5.331  1.932  3.659
H  -4.442  3.882  5.007
H  -2.086  4.569  4.694
C  4.275  -1.189  -0.826
P  3.300  -0.563  0.615
C  3.506  -2.000  1.751
C  4.575  0.582  1.293
H  5.278  -1.501  -0.513
H  4.371  -0.394  -1.571
H  3.771  -2.041  -1.285
H  4.539  -2.361  1.758
H  2.838  -2.804  1.433
H  3.219  -1.699  2.761
H  5.500  0.045  1.523
H  4.193  1.052  2.201
H  4.786  1.363  0.559
S  2.920  -0.074  6.088
C  2.379  0.317  4.580
N  2.018  0.559  3.492
N  1.816  2.219  0.074
C  2.526  2.980  -0.436
C  3.430  3.817  -1.121
C  3.495  5.222  -0.904
N  3.571  6.366  -0.757
C  4.233  3.216  -2.133
N  4.859  2.705  -2.962

# 3
C26H35HgN6Se | wB97M-V/def2-TZVPD

- gap between HOMO and LUMO (spin up / spin down) (eV) = 7.54 / 5.94
- total energy (eV) = -105990.841
- multiplicity = 2

Geometry (Å):
Hg  -0.808  1.545  -0.790
C  -3.978  -2.266  -1.996
N  -2.701  -1.587  -1.892
C  -1.926  -1.533  -3.118
C  -2.108  -1.349  -0.674
N  -0.844  -1.433  -0.422
C  -0.067  -2.367  -1.112
C  -0.506  -3.670  -1.221
C  0.162  -4.615  -2.022
C  1.244  -4.237  -2.760
C  1.766  -2.925  -2.636
C  2.885  -2.540  -3.422
C  3.426  -1.299  -3.284
C  2.949  -0.437  -2.276
C  1.900  -0.785  -1.459
N  1.616  0.054  -0.360
C  2.548  0.239  0.511
N  2.582  1.383  1.280
C  1.940  2.595  0.822
C  2.829  1.320  2.708
N  3.562  -0.652  0.818
C  4.934  -0.192  0.916
C  3.418  -2.071  0.564
C  1.183  -2.003  -1.721
N  -2.969  -0.919  0.314
C  -2.469  -0.871  1.676
C  -4.007  0.061  0.022
H  -3.840  -3.253  -2.451
H  -4.675  -1.700  -2.621
H  -4.417  -2.399  -1.011
H  -1.537  -2.513  -3.412
H  -1.092  -0.844  -3.001
H  -2.569  -1.152  -3.914
H  -1.421  -3.945  -0.707
H  -0.216  -5.629  -2.081
H  1.725  -4.928  -3.442
H  3.293  -3.253  -4.128
H  4.254  -0.988  -3.908
H  3.439  0.513  -2.098
H  1.842  2.575  -0.259
H  2.552  3.455  1.107
H  0.944  2.728  1.261
H  3.218  0.343  2.977
H  1.902  1.492  3.265
H  3.550  2.084  3.011
H  4.969  0.894  0.914
H  5.515  -0.561  0.063
H  5.408  -0.559  1.831
H  2.369  -2.353  0.586
H  3.939  -2.618  1.354
H  3.841  -2.371  -0.401
H  -1.780  -1.693  1.845
H  -3.313  -0.952  2.364
H  -1.937  0.066  1.879
H  -4.133  0.167  -1.051
H  -3.730  1.038  0.431
H  -4.961  -0.239  0.465
Se  -1.386  2.250  -3.503
C  -2.264  3.844  -2.940
C  -3.512  3.789  -2.316
C  -4.147  4.955  -1.913
C  -3.550  6.189  -2.137
C  -2.310  6.252  -2.757
C  -1.667  5.085  -3.153
H  -3.970  2.824  -2.142
H  -5.114  4.901  -1.426
H  -4.051  7.099  -1.832
H  -1.836  7.211  -2.926
H  -0.694  5.128  -3.626

# 4
C42H88N4O15S | wB97M-V/def2-TZVPD

- ΔE to the lowest compared entry with this formula, charge and spin (kJ/mol) = 736.6
- gap between HOMO and LUMO (eV) = 9.31
- total energy (eV) = -92480.063

Geometry (Å):
C  1.481  -4.482  8.606
C  1.013  -5.752  9.192
O  0.187  -5.825  10.079
N  1.750  -6.785  8.712
C  1.531  -8.146  9.303
H  2.567  -4.570  8.626
H  1.205  -3.625  9.221
H  1.127  -4.498  7.575
H  2.374  -6.686  7.924
H  0.900  -8.664  8.581
H  1.005  -8.081  10.255
H  2.492  -8.661  9.270
C  -6.057  -4.680  2.660
C  -5.691  -5.470  1.472
O  -5.394  -4.840  0.462
N  -5.533  -6.809  1.552
C  -4.804  -7.792  0.682
H  -6.459  -3.672  2.555
H  -5.162  -4.544  3.268
H  -6.733  -5.319  3.229
H  -5.881  -7.311  2.356
H  -5.209  -8.804  0.701
H  -3.774  -8.001  0.973
H  -4.766  -7.387  -0.329
C  -1.555  -4.410  -3.534
C  -1.958  -3.244  -4.237
O  -1.238  -2.886  -5.140
N  -3.103  -2.699  -3.940
C  -3.704  -1.505  -4.508
H  -1.010  -4.176  -2.620
H  -1.088  -5.038  -4.293
H  -2.406  -4.877  -3.039
H  -3.788  -3.209  -3.400
H  -4.653  -1.803  -4.952
H  -3.156  -0.961  -5.277
H  -3.865  -0.820  -3.675
C  -0.674  -1.978  1.336
C  0.018  -0.815  0.556
O  0.944  -0.184  1.098
N  -0.546  -0.427  -0.563
C  -0.236  0.721  -1.373
H  -0.717  -2.905  0.764
H  -1.688  -1.710  1.633
H  -0.082  -2.252  2.209
H  -1.482  -0.785  -0.680
H  -1.084  1.179  -1.882
H  0.329  0.513  -2.281
H  0.303  1.472  -0.795
C  3.827  5.693  -4.926
C  3.096  4.505  -4.620
O  2.042  5.065  -3.834
S  1.617  6.547  -4.269
O  1.275  7.331  -3.078
O  0.630  6.515  -5.314
O  3.093  6.828  -4.959
H  4.284  5.503  -5.898
H  4.516  5.772  -4.085
H  3.734  3.903  -3.972
H  2.645  3.934  -5.432
C  -0.296  1.589  -9.093
C  0.610  2.718  -9.565
C  1.428  2.022  -10.678
O  1.663  0.683  -10.184
C  0.588  0.299  -9.391
H  -1.164  1.746  -9.733
H  -0.596  1.585  -8.045
H  1.478  2.890  -8.928
H  0.122  3.678  -9.729
H  2.403  2.490  -10.814
H  0.855  1.962  -11.604
H  1.053  -0.036  -8.464
H  0.077  -0.602  -9.727
C  -3.536  4.496  1.993
C  -2.196  5.249  1.805
C  -2.326  6.490  2.659
O  -3.586  6.457  3.208
C  -4.482  5.592  2.540
H  -3.474  3.823  2.848
H  -3.888  3.780  1.250
H  -2.062  5.614  0.787
H  -1.424  4.498  1.969
H  -2.303  7.418  2.087
H  -1.514  6.595  3.378
H  -4.989  6.192  1.784
H  -5.216  5.142  3.207
C  -2.559  -0.236  7.007
C  -1.309  0.530  6.590
C  -0.909  1.317  7.857
O  -2.163  1.459  8.568
C  -2.983  0.282  8.317
H  -2.348  -1.305  7.046
H  -3.355  -0.146  6.267
H  -1.441  1.114  5.680
H  -0.467  -0.068  6.240
H  -0.645  2.363  7.705
H  -0.205  0.768  8.482
H  -4.048  0.460  8.469
H  -2.723  -0.484  9.048
C  3.723  -8.127  2.567
C  3.559  -8.712  1.129
C  3.793  -7.525  0.253
O  3.511  -6.372  1.059
C  3.853  -6.628  2.377
H  4.657  -8.428  3.041
H  2.921  -8.428  3.241
H  2.571  -9.103  0.888
H  4.427  -9.359  1.005
H  3.141  -7.371  -0.607
H  4.873  -7.495  0.113
H  3.389  -5.984  3.124
H  4.898  -6.362  2.535
C  3.666  5.759  3.176
C  4.460  6.901  3.671
C  5.550  6.842  2.547
O  4.673  6.817  1.476
C  3.596  5.991  1.684
H  2.628  5.658  3.494
H  4.172  4.816  3.384
H  4.773  6.862  4.715
H  3.895  7.833  3.684
H  6.195  5.965  2.596
H  6.244  7.682  2.563
H  3.704  5.041  1.159
H  2.718  6.593  1.452
C  7.462  -1.130  -2.234
C  6.354  -1.946  -1.712
C  5.136  -1.266  -2.248
O  5.483  -1.008  -3.637
C  6.852  -0.631  -3.550
H  8.431  -1.617  -2.348
H  7.551  -0.265  -1.576
H  6.292  -2.086  -0.632
H  6.219  -2.964  -2.077
H  5.052  -0.382  -1.616
H  4.250  -1.889  -2.128
H  6.898  0.456  -3.613
H  7.273  -0.928  -4.510
C  -6.786  5.262  -4.770
C  -5.221  5.577  -4.747
C  -4.839  5.372  -3.264
O  -5.763  4.329  -2.855
C  -6.920  4.164  -3.777
H  -7.241  5.019  -5.731
H  -7.304  6.191  -4.532
H  -4.936  6.578  -5.073
H  -4.738  4.745  -5.260
H  -4.849  6.341  -2.765
H  -3.867  4.930  -3.045
H  -7.865  4.322  -3.256
H  -7.072  3.153  -4.154

# 5
C29H28N2O4S2 | wB97M-V/def2-TZVPD

- ΔE to the lowest compared entry with this formula, charge and spin (kJ/mol) = 13.7
- gap between HOMO and LUMO (eV) = 8.18
- total energy (eV) = -63368.838

Geometry (Å):
C  -2.790  -2.295  2.202
C  -3.898  -1.891  1.278
C  -3.878  -0.650  0.659
C  -4.912  -0.243  -0.173
C  -6.000  -1.091  -0.409
C  -6.003  -2.334  0.205
C  -4.975  -2.734  1.039
H  -5.011  -3.706  1.508
H  -6.836  -3.001  0.033
C  -7.134  -0.668  -1.298
H  -7.580  0.261  -0.940
H  -6.791  -0.514  -2.321
H  -7.906  -1.433  -1.311
N  -4.824  1.009  -0.786
S  -4.251  2.354  0.038
O  -4.538  2.269  1.439
O  -4.755  3.471  -0.705
C  -2.484  2.241  -0.204
C  -2.000  2.074  -1.489
C  -0.635  1.974  -1.705
C  0.216  2.049  -0.611
C  -0.290  2.232  0.688
C  -1.651  2.329  0.898
H  -2.087  2.458  1.876
C  0.831  2.278  1.683
C  2.039  2.058  0.822
C  3.360  1.916  1.189
C  4.287  1.669  0.191
C  3.936  1.588  -1.144
C  2.611  1.732  -1.519
C  1.663  1.943  -0.529
H  2.322  1.656  -2.556
H  4.712  1.402  -1.869
S  5.926  1.141  0.677
O  6.818  1.275  -0.433
O  6.302  1.720  1.932
N  5.654  -0.502  1.005
C  4.619  -1.102  0.249
C  3.339  -1.201  0.783
C  2.275  -1.669  0.030
C  2.522  -2.061  -1.279
C  3.803  -2.012  -1.797
C  4.875  -1.536  -1.053
C  6.262  -1.518  -1.612
H  6.904  -2.164  -1.014
H  6.267  -1.869  -2.640
H  6.685  -0.518  -1.567
H  3.979  -2.349  -2.808
H  1.708  -2.419  -1.891
C  0.887  -1.706  0.595
H  0.368  -2.610  0.284
H  0.315  -0.850  0.232
H  0.910  -1.669  1.681
H  3.176  -0.890  1.807
H  5.503  -0.576  2.002
H  3.693  1.979  2.214
H  0.729  1.507  2.450
H  0.872  3.242  2.195
H  -0.244  1.837  -2.701
H  -2.704  2.024  -2.304
H  -5.600  1.256  -1.381
H  -3.051  0.022  0.827
H  -1.861  -1.801  1.931
H  -2.640  -3.372  2.180
H  -3.040  -2.011  3.224

# 6
C7H17Cl4O4P | wB97M-V/def2-TZVPD

- ΔE to the lowest compared entry with this formula, charge and spin (kJ/mol) = 55.5
- gap between HOMO and LUMO (eV) = 11.21
- total energy (eV) = -75105.400

Geometry (Å):
C  -1.623  4.599  1.179
O  -1.129  3.308  1.133
P  0.229  3.109  0.221
O  1.221  4.189  0.296
O  0.755  1.630  0.667
C  2.133  1.283  0.553
O  -0.284  2.758  -1.241
C  -1.387  1.951  -1.532
H  -0.879  5.370  0.981
H  -1.998  4.759  2.190
H  -2.469  4.725  0.503
H  2.775  2.146  0.375
H  2.218  0.558  -0.257
H  2.429  0.651  1.390
H  -1.558  1.239  -0.725
H  -1.293  1.378  -2.454
H  -2.314  2.522  -1.579
Cl  2.420  -2.458  -0.066
C  1.606  -2.573  1.524
C  1.417  -4.028  1.911
Cl  0.552  -4.902  0.628
H  0.742  -1.910  1.581
H  2.277  -2.164  2.279
H  0.909  -4.196  2.860
H  2.441  -4.400  1.890
Cl  -2.103  -1.801  -0.048
C  -0.739  -2.088  -1.178
C  -1.282  -2.837  -2.419
Cl  -2.562  -1.995  -3.347
H  -0.044  -2.789  -0.716
H  -0.341  -1.104  -1.429
H  -1.682  -3.807  -2.122
H  -0.440  -3.121  -3.050

Among the records above, which one has the lowest total energy?
C34H43GeN3SV

Which value of total energy does entry 4 give?
-92480.063 eV